{
  "formula": "C2H3N2O2P",
  "method": "the ωB97M-V functional and the def2-TZVPD basis",
  "lumo_ev": [0.48, -3.53],
  "relative_energy_ev": 0.066,
  "homo_energy_ha": [-0.217, -0.361],
  "fmax_ha_per_bohr": 0.085,
  "spin_multiplicity": 3,
  "elements": ["C", "C", "N", "N", "O", "O", "P", "H", "H", "H"],
  "positions_angstrom": [[0.86711, 0.73467, -0.44323], [-1.24258, -0.20792, -0.05419], [-0.42016, 0.62524, -0.82008], [1.16744, -0.30489, 0.46756], [1.69855, 1.59249, -0.66706], [-2.43563, -0.42487, -0.28151], [-0.16566, -0.89821, 1.38735], [-1.09549, 1.27672, -1.36294], [2.05989, -0.25451, 0.92981], [-0.43346, -2.13872, 0.84429]],
  "mulliken_spin": [0.03, 0.64, 0.11, 0.01, 0.05, 0.83, 0.28, 0.02, 0.00, 0.04]
}

---

{
  "formula": "C6H9N2O3PS",
  "method": "the ωB97M-V functional and the def2-TZVPD basis",
  "lumo_ev": -1.01,
  "homo_energy_ha": -0.370,
  "fmax_ha_per_bohr": 0.139,
  "spin_multiplicity": 1,
  "elements": ["C", "C", "C", "C", "C", "C", "N", "N", "O", "O", "O", "P", "S", "H", "H", "H", "H", "H", "H", "H", "H", "H"],
  "positions_angstrom": [[-2.09131, -1.00124, -1.36962], [-0.47334, -1.32764, 0.67948], [-3.03652, 1.01320, 0.98928], [-1.84545, 1.36291, 0.06025], [3.50253, -0.96517, -0.87001], [3.42344, -1.50133, 0.37423], [-2.84152, -1.49502, -2.09102], [-0.50703, -2.28650, 1.31474], [0.69993, 0.73570, 0.96434], [1.18895, 2.57047, -0.43611], [0.40470, 0.19044, -1.40560], [-0.80308, -0.05302, -0.49389], [1.64943, 1.28367, -0.05193], [-3.71417, 0.44638, 0.56519], [-2.57070, 0.44082, 1.92859], [-3.42762, 1.89391, 1.24101], [-1.34837, 2.18003, 0.61830], [-2.14511, 1.73266, -0.84099], [4.39640, -0.55167, -1.21487], [2.86180, -1.07235, -1.69934], [2.54774, -1.96653, 0.61007], [4.12931, -1.62972, 1.12791]],
  "mulliken_charge": [0.13, 0.21, -1.34, -0.55, -0.73, -0.47, -0.39, -0.44, -0.54, -0.46, -0.70, 1.17, 0.81, 0.44, 0.28, 0.47, 0.39, 0.51, 0.31, 0.36, 0.26, 0.30]
}

---

{
  "formula": "CH4ClOPS",
  "method": "the ωB97M-V functional and the def2-TZVPD basis",
  "lumo_ev": [-2.38, -2.38],
  "relative_energy_ev": 4.006,
  "homo_energy_ha": [-0.334, -0.334],
  "fmax_ha_per_bohr": 0.101,
  "spin_multiplicity": 1,
  "elements": ["C", "O", "P", "S", "Cl", "H", "H", "H", "H"],
  "positions_angstrom": [[-0.05017, -0.15895, 0.71097], [0.02137, -0.16294, -2.39675], [-1.64756, -0.16712, -0.15668], [-2.95638, -1.52570, 0.22843], [-2.26748, 1.77882, -0.21238], [0.45324, 0.64457, 0.39990], [-0.23395, -0.08566, 1.87413], [0.54562, -1.11874, 0.42670], [-0.33377, -0.32053, -3.24904]],
  "mulliken_charge": [-0.81, -0.71, 0.73, -0.23, -0.15, 0.34, 0.33, 0.29, 0.23]
}

---

{
  "formula": "C30H50N3O4",
  "method": "the ωB97M-V functional and the def2-TZVPD basis",
  "lumo_ev": -3.55,
  "homo_energy_ha": -0.371,
  "fmax_ha_per_bohr": 0.047,
  "charge": 1,
  "spin_multiplicity": 1,
  "elements": ["C", "C", "O", "C", "C", "C", "C", "O", "C", "C", "O", "C", "N", "C", "C", "C", "C", "N", "C", "C", "C", "C", "O", "C", "C", "C", "C", "C", "C", "C", "H", "H", "H", "H", "H", "H", "H", "H", "H", "H", "H", "H", "H", "H", "H", "H", "H", "H", "H", "H", "H", "H", "H", "H", "H", "H", "H", "H", "H", "H", "H", "H", "H", "H", "H", "C", "C", "N", "C", "C", "C", "C", "H", "H", "H", "H", "H", "H", "H", "H", "H", "H", "H", "H", "H", "H", "H"],
  "positions_angstrom": [[-3.86153, 2.09307, 1.69600], [-4.47521, 0.69638, 1.55170], [-3.59853, -0.33084, 1.02394], [-2.65417, 0.10665, 0.16543], [-3.07270, 0.34499, -1.16116], [-4.47884, 0.08408, -1.64585], [-4.51436, -1.38597, -2.17786], [-5.58660, -2.12622, -1.60341], [-5.15065, -3.35306, -1.11260], [-4.90866, -3.48718, 0.38196], [-4.99896, -4.31020, -1.84372], [-2.14391, 0.79598, -2.02697], [-0.88345, 1.02035, -1.63561], [-0.46231, 0.79784, -0.40203], [0.97548, 1.06527, -0.02549], [1.79559, 1.86952, -1.06197], [1.80385, 3.39151, -0.78048], [2.69440, 3.74917, 0.34339], [-1.33299, 0.30340, 0.55970], [-0.85869, -0.01627, 1.97260], [-0.80375, -1.58399, 2.15546], [0.33897, -1.90202, 3.12636], [-2.06738, -2.14726, 2.41969], [-2.26511, -2.73726, 3.68969], [-2.36636, -1.76043, 4.84956], [-2.94686, -0.52291, 4.74394], [-3.03867, 0.34034, 5.80400], [-2.56437, -0.04343, 7.03779], [-2.00558, -1.29388, 7.15710], [-1.88652, -2.13832, 6.08944], [-3.82125, 2.60904, 0.72998], [-4.48336, 2.70551, 2.35395], [-2.84919, 2.06977, 2.10727], [-5.40050, 0.79284, 0.97342], [-4.80097, 0.38193, 2.54543], [-4.71810, 0.79938, -2.43578], [-5.21642, 0.13051, -0.84989], [-3.57590, -1.87804, -1.88215], [-4.51663, -1.41307, -3.27361], [-4.37771, -4.40988, 0.60669], [-5.85403, -3.43403, 0.92942], [-4.26477, -2.66162, 0.71356], [-2.43402, 0.97118, -3.05754], [-0.25600, 1.37262, -2.34951], [0.95512, 1.66926, 0.88842], [1.53262, 0.15281, 0.20878], [2.84028, 1.56146, -0.93344], [1.55576, 1.65780, -2.11217], [2.22415, 3.90679, -1.65367], [0.79464, 3.79521, -0.64230], [2.10936, 3.81978, 1.17062], [3.35340, 2.99925, 0.52529], [0.13694, 0.37368, 2.16393], [-1.57982, 0.45079, 2.64545], [-0.48209, -1.95427, 1.16887], [0.39052, -2.98761, 3.27908], [1.29467, -1.62410, 2.67588], [0.20942, -1.47881, 4.12625], [-3.25722, -3.20877, 3.63941], [-1.58700, -3.56513, 3.92423], [-3.33816, -0.20324, 3.78284], [-3.48167, 1.32407, 5.68376], [-2.66876, 0.63308, 7.87800], [-1.64903, -1.61837, 8.13129], [-1.43414, -3.12216, 6.18245], [3.57009, -0.76944, -3.56267], [4.26610, 0.52513, -3.95967], [5.52629, 0.73925, -3.27841], [6.04495, 2.09000, -3.43942], [6.44333, 2.54550, -4.84671], [6.50511, -0.33092, -3.40390], [6.95177, -0.73393, -4.81366], [3.43203, -0.82365, -2.47972], [2.58398, -0.81621, -4.03086], [4.12269, -1.65090, -3.88699], [3.59048, 1.34840, -3.70259], [4.37714, 0.54378, -5.05406], [6.89974, 2.22102, -2.77086], [5.28486, 2.78439, -3.06272], [7.38284, 2.09831, -5.16695], [6.58999, 3.62744, -4.85275], [5.67779, 2.31770, -5.58943], [6.10044, -1.21949, -2.91077], [7.38552, -0.07360, -2.81063], [6.11468, -0.82364, -5.50757], [7.44718, -1.70594, -4.77537], [7.67076, -0.03015, -5.22911]],
  "mulliken_charge": [-1.01, -0.86, -0.08, 0.44, -0.14, -0.97, -0.55, -0.37, 0.46, -0.14, -0.53, -0.49, 0.42, 0.71, -0.25, -1.15, -0.92, -0.60, -0.19, -0.26, 0.05, -1.77, -0.17, -1.19, 0.63, 0.84, -0.51, -0.60, -0.56, -0.77, 0.33, 0.45, 0.20, 0.49, 0.58, 0.72, -0.08, 0.37, 0.36, 0.35, 0.34, -0.31, 0.53, 0.17, 0.29, 0.30, 0.35, 0.37, 0.37, 0.33, 0.31, 0.27, 0.74, -0.32, 0.47, 0.38, 0.50, 0.36, 0.48, 0.34, -0.11, 0.43, 0.39, 0.38, 0.39, -1.52, -0.42, 0.16, -0.59, -1.02, -0.69, -0.97, 0.27, 0.42, 0.40, 0.45, 0.31, 0.43, 0.21, 0.23, 0.42, 0.26, 0.37, 0.37, 0.26, 0.37, 0.27]
}

---

{
  "formula": "C18H38As2AuS4SeSi3",
  "method": "the ωB97M-V functional and the def2-TZVPD basis",
  "lumo_ev": [0.15, 0.15],
  "relative_energy_ev": 2.085,
  "homo_energy_ha": [-0.147, -0.147],
  "fmax_ha_per_bohr": 0.053,
  "charge": -1,
  "spin_multiplicity": 1,
  "elements": ["Au", "S", "As", "S", "S", "S", "C", "C", "C", "C", "C", "C", "Se", "C", "C", "C", "H", "H", "H", "H", "H", "H", "H", "H", "H", "H", "H", "C", "Si", "C", "C", "As", "Si", "C", "C", "C", "Si", "C", "C", "C", "H", "H", "H", "H", "H", "H", "H", "H", "H", "H", "H", "H", "H", "H", "H", "H", "H", "H", "H", "H", "H", "H", "H", "H", "H", "H", "H"],
  "positions_angstrom": [[-0.40646, 0.55794, 0.56215], [1.91519, -0.00226, 3.58112], [1.58462, -1.26016, 1.90416], [2.12567, -0.20090, 0.08125], [-0.57100, -1.54058, 1.61764], [2.60832, -3.08358, 2.12352], [-8.75449, -0.97888, 0.77246], [-7.31004, -0.64509, 0.50163], [-6.33724, -1.63075, 0.40579], [-5.01470, -1.32866, 0.10422], [-4.00254, -2.43736, 0.00003], [-4.64842, 0.01321, -0.11551], [-2.87892, 0.38785, -0.75309], [-5.60633, 1.03020, 0.03537], [-5.30179, 2.49605, -0.12544], [-6.92037, 0.67503, 0.33054], [-8.90131, -2.05321, 0.88000], [-9.38380, -0.62739, -0.04793], [-9.10076, -0.48585, 1.68316], [-6.61481, -2.66872, 0.56087], [-4.44627, -3.40255, 0.24566], [-3.16253, -2.25475, 0.67177], [-3.59361, -2.47884, -1.01010], [-4.23453, 2.66236, -0.21341], [-5.67933, 3.05315, 0.73402], [-5.78491, 2.88944, -1.02387], [-7.66191, 1.46538, 0.41615], [3.06855, 2.93996, -1.39354], [2.16658, 3.64852, 0.09582], [3.04133, 3.09206, 1.64412], [2.37839, 5.52049, 0.00524], [-0.09672, 2.91392, 0.02950], [-1.03702, 3.91796, 1.95405], [-0.29090, 2.94811, 3.35930], [-2.89101, 3.68610, 1.97994], [-0.61184, 5.73984, 2.16801], [-0.87741, 3.67149, -2.08601], [-2.70868, 3.69988, -2.45643], [-0.26032, 5.43671, -2.34180], [-0.06471, 2.45236, -3.25210], [4.14406, 2.92878, -1.20044], [2.88891, 3.51639, -2.30434], [2.75936, 1.90761, -1.56032], [4.11686, 3.25826, 1.52970], [2.89140, 2.02349, 1.82376], [2.70917, 3.63067, 2.53438], [3.44032, 5.74546, 0.14047], [1.82790, 6.03904, 0.79230], [2.07007, 5.93590, -0.95352], [-0.63649, 1.91182, 3.32673], [-0.54541, 3.36058, 4.33937], [0.79503, 2.89523, 3.28008], [-3.13086, 2.67317, 1.64938], [-3.40870, 4.38790, 1.32218], [-3.27615, 3.80950, 2.99487], [0.40060, 5.84808, 2.56241], [-1.30245, 6.19781, 2.88059], [-0.67410, 6.29569, 1.22905], [-3.25690, 4.37652, -1.79646], [-3.12748, 2.69922, -2.34236], [-2.86065, 4.01825, -3.49162], [-0.25718, 5.98222, -1.39607], [-0.90624, 5.97283, -3.04078], [0.75479, 5.44738, -2.74424], [-0.37412, 1.44525, -2.95673], [1.02248, 2.49557, -3.18577], [-0.35472, 2.60591, -4.29434]],
  "mulliken_charge": [0.73, -0.55, 0.32, -0.42, -0.41, -0.53, -1.47, 0.76, -1.05, 0.63, -1.31, 0.04, -0.21, 1.14, -0.79, -0.80, 0.33, 0.32, 0.33, 0.24, 0.38, 0.03, 0.33, -0.65, 0.43, 0.44, 0.38, -1.07, 0.39, -0.72, -1.03, 0.07, 0.30, -0.89, -0.77, -1.16, 0.45, -0.91, -1.13, -0.97, 0.38, 0.33, 0.24, 0.38, -0.01, 0.29, 0.36, 0.22, 0.29, 0.29, 0.40, 0.08, -0.02, 0.30, 0.48, 0.32, 0.41, 0.32, 0.24, 0.15, 0.46, 0.26, 0.41, 0.31, 0.21, 0.26, 0.41]
}

---

{
  "formula": "C2H3OP",
  "method": "the ωB97M-V functional and the def2-TZVPD basis",
  "lumo_ev": [-0.38, -0.98],
  "relative_energy_ev": 4.551,
  "homo_energy_ha": [-0.300, -0.353],
  "fmax_ha_per_bohr": 0.063,
  "spin_multiplicity": 1,
  "elements": ["C", "C", "O", "P", "H", "H", "H"],
  "positions_angstrom": [[0.20754, -1.00090, -0.36924], [-0.15448, 0.34525, -0.41226], [0.93630, 0.92309, 0.25963], [1.70861, -0.50415, 0.38267], [-0.24095, -1.94800, -0.95114], [-1.04892, 0.96320, -0.54404], [-1.40808, 1.22152, 1.63439]],
  "mulliken_charge": [-0.32, -0.26, -0.26, 0.06, 0.27, 0.48, 0.03]
}